Entry 1:
{
  "formula": "C39H31ClN6O4SSc",
  "method": "the ωB97M-V functional and the def2-TZVPD basis",
  "species": ["Sc", "C", "C", "C", "C", "C", "C", "C", "C", "N", "C", "O", "C", "C", "C", "C", "C", "N", "C", "O", "N", "C", "C", "C", "C", "C", "C", "C", "C", "H", "H", "H", "H", "H", "H", "H", "H", "H", "H", "H", "H", "H", "H", "H", "H", "H", "H", "H", "H", "H", "Cl", "C", "C", "C", "C", "O", "C", "C", "N", "C", "C", "C", "C", "C", "C", "C", "C", "N", "C", "C", "H", "H", "H", "H", "H", "H", "H", "H", "H", "H", "O", "S", "N"],
  "coordinates": [[-0.290, -0.166, -0.280], [1.327, -2.047, -4.593], [0.532, -0.784, -4.779], [0.569, -0.168, -6.023], [-0.120, 1.008, -6.264], [-0.803, 1.603, -5.222], [-0.859, 1.020, -3.960], [-1.597, 1.772, -2.886], [-0.235, -0.219, -3.734], [-0.337, -0.889, -2.490], [-0.750, -2.173, -2.552], [-1.259, -2.763, -3.504], [-0.497, -2.930, -1.272], [-0.783, -4.275, -1.115], [-0.419, -4.890, 0.075], [0.267, -4.171, 1.041], [0.521, -2.830, 0.802], [0.126, -2.239, -0.320], [1.385, -1.979, 1.698], [2.041, -2.542, 2.575], [1.408, -0.691, 1.309], [2.289, 0.159, 2.020], [2.249, 0.322, 3.360], [1.190, -0.311, 4.214], [3.275, 1.086, 4.060], [4.277, 1.708, 3.447], [4.327, 1.778, 1.964], [3.373, 0.831, 1.172], [4.052, -0.224, 0.306], [2.139, -2.087, -5.319], [1.742, -2.107, -3.585], [0.686, -2.917, -4.741], [1.144, -0.628, -6.819], [-0.108, 1.462, -7.248], [-1.325, 2.540, -5.384], [-1.297, 2.821, -2.898], [-2.677, 1.729, -3.041], [-1.375, 1.374, -1.904], [-1.276, -4.800, -1.919], [-0.660, -5.932, 0.241], [0.595, -4.605, 1.975], [0.241, -0.359, 3.683], [1.475, -1.335, 4.468], [1.058, 0.259, 5.137], [3.215, 1.089, 5.143], [5.049, 2.225, 4.005], [5.360, 1.692, 1.613], [4.787, 0.232, -0.361], [4.546, -0.964, 0.938], [3.302, -0.734, -0.299], [3.475, 4.952, 3.247], [2.713, 3.777, 2.210], [3.627, 3.027, 1.307], [2.869, 2.080, 0.350], [1.378, 2.073, 0.335], [0.824, 1.414, -0.612], [0.704, 2.623, 1.423], [-0.581, 2.145, 1.795], [-1.194, 1.202, 1.158], [-2.360, 0.517, 1.748], [-3.071, 1.109, 2.901], [-4.441, 1.073, 2.990], [-5.259, 0.605, 1.966], [-4.674, 0.122, 0.778], [-5.419, -0.375, -0.312], [-4.776, -0.777, -1.457], [-3.389, -0.682, -1.534], [-2.650, -0.243, -0.521], [-3.269, 0.138, 0.611], [1.406, 3.550, 2.300], [4.332, 3.708, 0.828], [3.257, 2.076, -0.669], [-1.012, 2.550, 2.711], [-2.474, 1.399, 3.754], [-4.906, 1.440, 3.899], [-6.337, 0.603, 2.059], [-6.495, -0.451, -0.212], [-5.328, -1.175, -2.298], [-2.872, -0.975, -2.437], [0.818, 4.076, 3.044], [-2.830, -2.659, 1.121], [-2.152, -2.178, 2.337], [-1.793, -0.696, 2.444]],
  "lowdin_charge": [1.061, -0.045, -0.198, -0.068, -0.104, -0.071, -0.197, -0.040, -0.168, 0.037, -0.526, 0.033, -0.163, 0.024, -0.026, -0.004, -0.210, 0.055, -0.497, 0.033, 0.067, -0.176, -0.194, -0.039, -0.038, -0.080, -0.164, -0.289, -0.005, 0.073, 0.081, 0.076, 0.102, 0.092, 0.106, 0.089, 0.088, 0.015, 0.122, 0.112, 0.123, 0.047, 0.079, 0.075, 0.107, 0.098, 0.142, 0.084, 0.097, 0.082, 0.654, -0.637, -0.197, -0.082, -0.290, -0.085, -0.140, -0.051, 0.024, -0.485, -0.087, -0.135, -0.103, -0.186, -0.011, -0.047, -0.129, 0.044, -0.173, -0.060, 0.134, 0.158, 0.127, 0.089, 0.095, 0.083, 0.111, 0.103, 0.101, 0.113, -0.507, 0.915, -0.243],
  "lumo_energy_ev": 1.89,
  "relative_energy_kcal_mol": 87.48,
  "charge": -1,
  "gap_ev": 5.5
}

---

Entry 2:
{
  "formula": "C2H3N3O3",
  "method": "the ωB97M-V functional and the def2-TZVPD basis",
  "species": ["N", "N", "O", "C", "O", "N", "C", "O", "H", "H", "H"],
  "coordinates": [[1.472, 1.466, 0.355], [0.682, 0.576, -0.320], [-0.645, 1.056, -0.507], [-1.397, -0.092, 0.035], [-2.533, -0.016, 0.321], [-0.547, -1.276, -0.027], [0.594, -0.828, -0.052], [1.723, -1.448, 0.010], [1.116, 1.749, 1.258], [1.737, 2.238, -0.172], [2.351, -0.554, 0.380]],
  "lowdin_charge": [0.099, -0.148, 0.047, -0.422, 0.163, 0.238, -0.531, 0.117, 0.111, 0.079, 0.247],
  "lumo_energy_ev": 0.19,
  "relative_energy_kcal_mol": 37.01,
  "charge": 0,
  "smiles": "Nn1oc(=O)nc1O",
  "gap_ev": 10.4
}

---

Entry 3:
{
  "formula": "C5H11NO",
  "method": "the ωB97M-V functional and the def2-TZVPD basis",
  "species": ["C", "C", "C", "C", "N", "C", "O", "H", "H", "H", "H", "H", "H", "H", "H", "H", "H", "H"],
  "coordinates": [[-1.620, 1.340, -0.384], [-1.607, -0.226, -0.381], [-0.181, -0.774, -0.542], [0.992, 0.006, 0.065], [0.621, 0.175, 1.516], [2.293, -0.843, 0.020], [3.009, -0.975, 0.976], [-2.638, 1.724, -0.303], [-1.241, 1.806, -1.294], [-0.965, 1.524, 0.460], [-2.155, -0.621, 0.491], [-2.223, -0.518, -1.233], [-0.030, -0.969, -1.628], [-0.143, -1.809, -0.207], [1.097, 0.970, -0.441], [1.029, 1.077, 1.751], [1.175, -0.504, 2.027], [2.587, -1.381, -0.893]],
  "lowdin_charge": [-0.106, -0.243, -0.210, -0.332, 0.047, -0.208, 0.048, 0.067, 0.070, 0.040, 0.106, 0.091, 0.117, 0.108, 0.140, 0.078, 0.063, 0.124],
  "lumo_energy_ev": 0.96,
  "relative_energy_kcal_mol": 37.24,
  "charge": 0,
  "smiles": "CCC[C@@H](N)C=O",
  "gap_ev": 10.8
}

---

Entry 4:
{
  "formula": "C5H8NaO4",
  "method": "the ωB97M-V functional and the def2-TZVPD basis",
  "species": ["H", "Na", "O", "O", "C", "C", "O", "C", "H", "H", "H", "H", "C", "C", "O", "H", "H", "H"],
  "coordinates": [[-0.842, -3.113, -0.009], [-1.526, 0.680, -1.945], [-1.920, -3.701, 1.627], [-1.857, -0.480, 0.034], [-1.092, -0.166, 1.125], [0.180, -1.028, 1.234], [-0.108, -2.367, 1.684], [-1.052, -3.070, 1.075], [-0.709, 0.886, 1.105], [-1.656, -0.260, 2.077], [0.927, -0.568, 1.895], [0.660, -1.196, 0.262], [1.337, 3.057, -1.423], [1.677, 1.792, -1.968], [0.832, 0.994, -2.414], [2.126, 3.733, -1.089], [2.741, 1.492, -1.972], [0.280, 3.313, -1.300]],
  "lowdin_spin": [0.000, -0.001, 0.000, 0.005, 0.000, 0.000, 0.000, 0.000, 0.000, 0.000, 0.000, 0.000, 0.570, 0.096, 0.274, 0.031, -0.001, 0.027],
  "s_squared": 0.77,
  "lumo_energy_ev": [-0.76, -3.01],
  "relative_energy_kcal_mol": 11.63,
  "charge": 0,
  "gap_ev": [6.6, 4.4],
  "multiplicity": 2
}